Density functional theory data (wB97M-V/def2-TZVPD) for C33H43N5P2Pd as an isolated structure at a distorted geometry.

Properties
Highest occupied orbital energy (spin up / spin down)   -11.46 / -12.00 eV
Orbital gap (spin up / spin down)   5.461 / 2.476 eV
Energy above the lowest of the compared OMol25 structures with the same formula, charge and spin   1.024 eV
Total charge   +2
Spin multiplicity   5

Geometry (Å):
Pd: -3.419 3.212 1.314
C: 1.759 1.485 -1.276
C: 1.120 2.451 -0.619
C: 0.106 3.491 -1.043
C: -1.327 3.015 -1.269
C: -1.482 2.022 -2.403
C: -0.588 1.586 -3.295
C: 0.796 2.070 -3.582
C: 1.865 1.319 -2.761
C: -2.499 1.407 1.530
H: 2.361 0.756 -0.693
H: 1.262 2.428 0.470
H: 0.400 4.045 -1.930
H: 0.042 4.190 -0.208
H: -1.650 2.505 -0.338
H: -2.051 3.841 -1.344
H: -2.517 1.695 -2.522
H: -0.929 0.813 -3.990
H: 0.947 3.137 -3.416
H: 1.007 1.893 -4.649
H: 1.852 0.248 -3.008
H: 2.853 1.662 -3.094
H: -1.829 1.524 2.429
H: -1.846 1.082 0.704
H: -3.248 0.613 1.781
P: -4.241 5.768 -1.064
P: -1.323 6.984 0.775
N: -4.678 5.808 -2.872
N: -5.851 6.590 -0.746
N: -0.184 7.544 -0.500
N: -0.660 8.287 1.852
C: -3.306 7.360 -1.239
C: -2.806 7.900 0.121
C: -4.715 4.621 -3.605
C: -5.062 4.897 -4.931
C: -5.234 6.315 -5.047
C: -4.962 6.832 -3.776
C: -6.686 6.059 0.231
C: -7.794 6.882 0.379
C: -7.647 7.973 -0.530
C: -6.448 7.766 -1.217
C: 0.765 6.676 -1.054
C: 1.266 7.192 -2.240
C: 0.647 8.478 -2.413
C: -0.220 8.656 -1.340
C: -0.106 9.554 1.606
C: -0.109 10.299 2.784
C: -0.686 9.467 3.799
C: -1.005 8.255 3.211
H: -3.868 8.172 -1.749
H: -2.445 7.134 -1.897
H: -2.618 8.985 0.075
H: -3.572 7.750 0.894
H: -4.493 3.707 -3.115
H: -5.170 4.170 -5.745
H: -5.475 6.884 -5.946
H: -4.985 7.889 -3.492
H: -6.380 5.154 0.721
H: -8.618 6.723 1.061
H: -8.310 8.820 -0.674
H: -6.011 8.398 -1.971
H: 1.063 5.790 -0.505
H: 1.961 6.701 -2.919
H: 0.813 9.176 -3.233
H: -0.786 9.546 -1.085
H: 0.327 9.837 0.656
H: 0.224 11.324 2.875
H: -0.853 9.750 4.833
H: -1.401 7.344 3.627
C: 1.507 0.114 2.954
C: 1.634 -0.704 1.752
C: 2.664 -1.664 1.402
C: 2.310 -2.143 0.124
C: 1.095 -1.484 -0.254
C: 0.351 -1.620 -1.495
N: 0.727 -0.616 0.739
H: 2.405 0.729 3.109
H: 1.411 -0.520 3.846
H: 0.622 0.759 2.858
H: 3.502 -1.924 2.028
H: 2.829 -2.875 -0.513
H: 1.022 -1.467 -2.350
H: 0.000 -2.655 -1.602
H: -0.492 -0.920 -1.538

Let us look at the Löwdin charges, expressed in e, one per atom:
1. Pd 0.36
2. C -0.09
3. C -0.08
4. C -0.22
5. C -0.22
6. C -0.10
7. C -0.10
8. C -0.19
9. C -0.17
10. C -0.23
11. H 0.11
12. H 0.10
13. H 0.08
14. H 0.06
15. H 0.03
16. H 0.04
17. H 0.10
18. H 0.11
19. H 0.09
20. H 0.12
21. H 0.10
22. H 0.12
23. H -0.01
24. H -0.04
25. H 0.00
26. P 1.16
27. P 1.14
28. N -0.19
29. N -0.27
30. N -0.21
31. N -0.27
32. C -0.42
33. C -0.39
34. C 0.00
35. C 0.03
36. C 0.03
37. C -0.02
38. C -0.15
39. C -0.06
40. C -0.04
41. C -0.14
42. C -0.01
43. C 0.04
44. C 0.03
45. C -0.05
46. C -0.15
47. C -0.05
48. C -0.06
49. C -0.15
50. H 0.07
51. H 0.07
52. H 0.09
53. H 0.08
54. H 0.12
55. H 0.14
56. H 0.14
57. H 0.12
58. H 0.09
59. H 0.11
60. H 0.11
61. H 0.08
62. H 0.12
63. H 0.14
64. H 0.13
65. H 0.14
66. H 0.08
67. H 0.11
68. H 0.11
69. H 0.10
70. C -0.04
71. C -0.33
72. C 0.00
73. C -0.02
74. C -0.35
75. C -0.03
76. N 0.10
77. H 0.09
78. H 0.10
79. H 0.07
80. H 0.10
81. H 0.11
82. H 0.08
83. H 0.10
84. H 0.08

Density functional theory data (wB97M-V/def2-TZVPD) for C33H44AsN4ORuSSi as an isolated structure.

Properties
Highest occupied orbital energy (spin up / spin down)   -12.84 / -13.46 eV
Orbital gap (spin up / spin down)   8.424 / 6.072 eV
Energy above the lowest of the compared OMol25 structures with the same formula, charge and spin   0.000 eV
Total charge   +2
Spin multiplicity   6

Geometry (Å):
Ru: -0.498 -0.417 1.281
C: 1.577 -2.894 1.791
C: 0.470 -3.388 0.869
N: -0.832 -2.747 1.127
C: -1.652 -3.304 2.210
C: -1.145 -2.999 3.615
S: -0.727 -1.246 3.901
C: 1.046 -1.319 4.320
C: 2.020 -0.929 3.204
N: 1.612 -1.420 1.882
H: 2.531 -3.287 1.433
H: 1.444 -3.298 2.792
H: 0.399 -4.478 0.947
H: 0.736 -3.146 -0.160
H: -1.376 -2.801 0.271
H: -1.749 -4.392 2.115
H: -2.650 -2.878 2.095
H: -0.274 -3.597 3.875
H: -1.926 -3.259 4.328
H: 1.239 -2.319 4.704
H: 1.189 -0.645 5.165
H: 3.014 -1.296 3.484
H: 2.084 0.157 3.131
H: 2.267 -1.056 1.195
C: 0.907 2.631 3.795
C: -0.396 2.804 3.076
C: -1.161 3.975 3.240
C: -2.371 4.108 2.579
C: -2.814 3.084 1.768
C: -2.014 1.928 1.636
N: -0.807 1.826 2.292
N: -2.302 0.849 0.916
Si: -3.691 0.590 -0.195
C: -3.469 -1.146 -0.824
C: -3.535 1.849 -1.554
C: -5.270 0.723 0.780
H: 1.141 3.493 4.414
H: 1.716 2.488 3.077
H: 0.864 1.750 4.436
H: -0.794 4.760 3.885
H: -2.964 5.005 2.702
H: -3.757 3.150 1.246
H: -2.488 -1.273 -1.285
H: -4.234 -1.378 -1.568
H: -3.586 -1.868 -0.011
H: -2.533 1.829 -1.988
H: -3.736 2.865 -1.209
H: -4.249 1.627 -2.350
H: -5.246 0.072 1.656
H: -6.103 0.395 0.153
H: -5.498 1.734 1.117
O: -0.099 -0.649 -0.836
As: 1.035 -0.060 -1.934
C: 1.431 -1.411 -3.210
C: 0.801 -2.646 -3.122
C: 1.077 -3.619 -4.072
C: 1.975 -3.353 -5.096
C: 2.594 -2.112 -5.186
C: 2.320 -1.132 -4.246
C: 2.598 0.407 -0.935
C: 3.806 -0.246 -1.151
C: 4.905 0.061 -0.356
C: 4.795 1.019 0.640
C: 3.586 1.671 0.855
C: 2.481 1.363 0.076
C: 0.350 1.442 -2.885
C: 0.721 2.748 -2.582
C: 0.162 3.797 -3.299
C: -0.752 3.538 -4.311
C: -1.110 2.232 -4.620
C: -0.559 1.178 -3.908
H: 0.084 -2.833 -2.332
H: 0.586 -4.582 -4.018
H: 2.187 -4.113 -5.835
H: 3.283 -1.906 -5.993
H: 2.789 -0.157 -4.329
H: 3.897 -0.991 -1.931
H: 5.847 -0.443 -0.525
H: 5.657 1.267 1.246
H: 3.515 2.433 1.621
H: 1.536 1.866 0.255
H: 1.456 2.955 -1.815
H: 0.451 4.815 -3.077
H: -1.178 4.359 -4.873
H: -1.811 2.034 -5.419
H: -0.828 0.158 -4.157

Let us look at the Löwdin charges, expressed in e, one per atom:
1. Ru 1.22
2. C -0.17
3. C -0.18
4. N -0.16
5. C -0.25
6. C -0.42
7. S 0.88
8. C -0.43
9. C -0.26
10. N -0.13
11. H 0.14
12. H 0.10
13. H 0.13
14. H 0.09
15. H 0.09
16. H 0.13
17. H 0.11
18. H 0.07
19. H 0.09
20. H 0.08
21. H 0.08
22. H 0.13
23. H 0.08
24. H 0.09
25. C 0.00
26. C -0.30
27. C 0.03
28. C -0.01
29. C 0.03
30. C -0.42
31. N 0.07
32. N -0.05
33. Si 0.44
34. C -0.17
35. C -0.14
36. C -0.15
37. H 0.09
38. H 0.06
39. H 0.08
40. H 0.13
41. H 0.13
42. H 0.10
43. H 0.00
44. H 0.05
45. H 0.02
46. H 0.02
47. H 0.04
48. H 0.05
49. H 0.04
50. H 0.05
51. H 0.03
52. O -0.60
53. As 1.24
54. C -0.33
55. C -0.09
56. C -0.05
57. C -0.05
58. C -0.05
59. C -0.09
60. C -0.32
61. C -0.08
62. C -0.05
63. C -0.05
64. C -0.07
65. C -0.14
66. C -0.31
67. C -0.08
68. C -0.06
69. C -0.05
70. C -0.06
71. C -0.10
72. H 0.09
73. H 0.12
74. H 0.12
75. H 0.12
76. H 0.12
77. H 0.10
78. H 0.12
79. H 0.12
80. H 0.10
81. H 0.09
82. H 0.09
83. H 0.12
84. H 0.12
85. H 0.12
86. H 0.11

Density functional theory data (wB97M-V/def2-TZVPD) for C33H44AuN7Si2 as an isolated structure at a distorted geometry.

Properties
Highest occupied orbital energy (spin up / spin down)   -7.48 / -7.08 eV
Orbital gap (spin up / spin down)   8.115 / 5.203 eV
Spin multiplicity   3

Geometry (Å):
Au: 0.155 -0.458 0.415
C: 4.241 1.482 -2.030
Si: 3.455 0.371 -0.678
C: 3.833 -1.420 -1.208
C: 4.265 0.666 1.033
N: 1.762 0.678 -0.746
C: 1.243 1.896 -0.387
C: 1.909 3.134 0.169
C: 1.071 4.343 -0.136
C: -1.130 4.343 -0.266
C: -1.949 3.141 -0.063
C: -1.320 2.005 -0.478
N: -1.690 0.731 -0.413
Si: -3.309 0.159 -0.242
C: -4.669 1.455 -0.593
C: -3.601 -0.584 1.491
C: -3.595 -1.179 -1.580
H: 5.324 1.434 -1.994
H: 3.947 2.521 -1.931
H: 3.925 1.149 -3.014
H: 4.843 -1.471 -1.602
H: 3.162 -1.772 -1.984
H: 3.780 -2.110 -0.373
H: 4.967 -0.122 1.288
H: 3.493 0.691 1.799
H: 4.799 1.611 1.083
H: 2.984 3.226 0.221
H: 1.671 5.209 -0.405
H: -1.685 5.231 -0.560
H: -2.884 3.157 0.462
H: -4.918 2.039 0.287
H: -5.578 0.968 -0.932
H: -4.352 2.143 -1.371
H: -3.751 0.195 2.231
H: -2.750 -1.175 1.815
H: -4.478 -1.224 1.500
H: -3.623 -0.745 -2.573
H: -4.547 -1.673 -1.409
H: -2.830 -1.947 -1.587
C: -0.370 -0.680 4.719
C: -0.362 0.632 5.158
C: -0.149 1.657 4.256
C: 0.053 1.391 2.901
C: 0.036 0.066 2.458
C: -0.176 -0.949 3.372
C: 0.336 2.490 1.961
C: -0.182 3.731 2.028
C: -0.057 4.654 0.882
C: 0.028 3.900 -1.194
C: 0.128 4.522 -2.534
C: 0.145 3.814 -3.665
C: 0.043 2.374 -3.650
C: -0.011 1.695 -2.507
C: -0.005 2.356 -1.169
N: 1.340 2.181 1.063
H: -0.538 -1.493 5.412
H: -0.500 0.853 6.206
H: -0.110 2.679 4.605
H: -0.187 -1.979 3.041
H: -0.851 4.015 2.823
H: -0.099 5.699 1.191
H: 0.193 5.602 -2.545
H: 0.214 4.305 -4.624
H: 0.005 1.858 -4.598
H: -0.097 0.622 -2.466
C: 0.085 -3.012 -1.479
N: -0.019 -4.409 -1.854
C: -1.264 -4.943 -1.314
N: -1.315 -4.832 0.140
C: -1.194 -3.431 0.496
N: 0.055 -2.843 -0.017
C: 1.176 -3.607 0.550
N: 1.093 -5.015 0.205
C: 1.094 -5.134 -1.250
C: -0.172 -5.542 0.704
H: -0.746 -2.454 -1.917
H: 1.024 -2.600 -1.857
H: -1.347 -5.997 -1.592
H: -2.105 -4.391 -1.742
H: -1.202 -3.343 1.587
H: -2.042 -2.874 0.096
H: 1.164 -3.500 1.638
H: 2.111 -3.195 0.164
H: 1.013 -6.191 -1.515
H: 2.035 -4.735 -1.640
H: -0.197 -5.440 1.793
H: -0.244 -6.600 0.441

Let us look at the Löwdin charges, expressed in e, one per atom:
1. Au 0.99
2. C -0.16
3. Si 0.45
4. C -0.18
5. C -0.17
6. N -0.08
7. C -0.45
8. C -0.11
9. C -0.09
10. C -0.12
11. C 0.07
12. C -0.29
13. N -0.03
14. Si 0.47
15. C -0.18
16. C -0.16
17. C -0.16
18. H 0.02
19. H 0.01
20. H 0.02
21. H 0.03
22. H 0.01
23. H 0.00
24. H 0.02
25. H 0.01
26. H 0.02
27. H 0.13
28. H 0.15
29. H 0.15
30. H 0.11
31. H 0.02
32. H 0.03
33. H 0.03
34. H 0.03
35. H -0.01
36. H 0.03
37. H 0.03
38. H 0.03
39. H -0.03
40. C -0.10
41. C -0.09
42. C -0.04
43. C -0.19
44. C -0.18
45. C -0.15
46. C -0.22
47. C 0.01
48. C -0.14
49. C -0.26
50. C -0.01
51. C -0.08
52. C -0.07
53. C -0.02
54. C -0.22
55. N 0.07
56. H 0.10
57. H 0.10
58. H 0.11
59. H 0.06
60. H 0.11
61. H 0.14
62. H 0.11
63. H 0.10
64. H 0.10
65. H 0.10
66. C -0.18
67. N -0.08
68. C -0.17
69. N -0.08
70. C -0.19
71. N -0.16
72. C -0.17
73. N -0.08
74. C -0.17
75. C -0.17
76. H 0.11
77. H 0.11
78. H 0.13
79. H 0.13
80. H 0.12
81. H 0.10
82. H 0.13
83. H 0.10
84. H 0.13
85. H 0.13
86. H 0.13
87. H 0.13